177
Properties=species:S:1:pos:R:3:lowdin_charge:R:1 method="wB97M-V/def2-TZVPD" homo_ev=-10.07 e_lumo_ev=-5.258 energy_ev=-178859.433 total_charge=+1
C -5.92835 3.58426 5.52332 -0.060
C -6.10919 4.97071 4.88557 -0.260
O -4.87337 5.68450 4.75671 -0.221
P -4.36638 5.78917 3.24055 0.459
O -5.32383 6.52450 2.44058 -0.229
C -4.25956 4.10033 2.56016 -0.171
C -2.97881 3.85625 1.71482 -0.173
C -1.86107 3.34907 2.63520 -0.237
N -0.98024 2.23983 2.11779 -0.438
I 0.05250 1.59135 3.93949 1.145
C 0.16814 2.79681 1.32868 -0.165
C 1.06657 1.72120 0.68952 -0.268
C 2.48729 1.81655 1.27471 -0.154
C 3.44676 2.41626 0.24310 -0.260
N 3.68032 1.51099 -0.88570 0.016
N 0.46156 0.39475 0.64640 -0.048
C 1.33328 -0.73196 0.38856 -0.128
C 1.70854 -1.48033 1.68318 -0.158
F 2.99861 -1.98309 1.52434 -0.054
C -0.95829 0.32157 0.39089 -0.394
C -1.43220 0.85959 -0.99803 -0.082
C -1.55407 2.37632 -1.25417 -0.133
C -0.40504 2.99435 -2.08286 -0.214
O 0.18379 4.12542 -1.47368 -0.226
C -0.58569 5.33264 -1.62101 -0.053
C -1.51161 -1.13051 0.41696 -0.187
C -1.42132 -1.96582 -0.87783 -0.147
C -2.67162 -2.14619 -1.78259 -0.380
C -2.48086 -1.45626 -3.15648 -0.072
C -4.03217 -1.73012 -1.23767 -0.072
C -1.70311 1.06770 1.54189 -0.528
Br -2.13364 -0.05731 3.10143 0.751
O -2.95815 6.52048 3.22087 -0.179
C -2.16943 6.44888 4.44666 -0.240
C -0.70588 6.59421 4.04111 -0.050
H -6.22721 2.83198 4.79617 0.068
H -4.88315 3.38720 5.72918 0.072
H -6.54630 3.43026 6.39737 0.075
H -6.79534 5.53821 5.49963 0.112
H -6.61422 4.86205 3.93396 0.106
H -5.09636 4.01754 1.87954 0.104
H -4.38158 3.31092 3.29463 0.081
H -3.27596 3.19474 0.91353 0.094
H -2.69066 4.81996 1.31311 0.109
H -1.21854 4.17465 2.90499 0.084
H -2.28765 3.00965 3.56907 0.070
H -0.14363 3.52893 0.59758 0.109
H 0.72266 3.37808 2.04781 0.078
H 1.16304 2.07073 -0.33948 0.106
H 2.56960 2.46312 2.14146 0.091
H 2.92724 0.86464 1.56134 0.107
H 4.39694 2.65312 0.70371 0.116
H 2.97972 3.34533 -0.10331 0.111
H 2.80601 1.17603 -1.27719 0.048
H 4.10624 2.05200 -1.63133 0.078
H 2.29526 -0.44001 -0.01622 0.107
H 0.96345 -1.48804 -0.29452 0.114
H 1.71003 -0.81411 2.53728 0.081
H 1.07197 -2.35044 1.82534 0.117
H -2.43745 0.48147 -1.10688 0.095
H -0.79516 0.45836 -1.77015 0.121
H -1.79780 2.98628 -0.39881 0.070
H -2.41972 2.49329 -1.90307 0.119
H 0.36912 2.24397 -2.23230 0.113
H -0.75825 3.27019 -3.07464 0.127
H -0.68911 5.77876 -0.63828 0.081
H -0.02866 6.00832 -2.25641 0.092
H -1.55417 5.10303 -2.05187 0.092
H -2.54622 -1.13906 0.73451 0.068
H -0.97098 -1.67734 1.17756 0.077
H -1.11127 -2.96024 -0.57117 0.117
H -0.61015 -1.64710 -1.51729 0.087
H -2.73836 -3.19644 -2.03820 0.122
H -2.80004 -0.42119 -3.09796 0.065
H -3.10822 -1.97590 -3.87038 0.079
H -1.45732 -1.54267 -3.50573 0.073
H -4.48284 -2.51920 -0.64084 0.084
H -4.02211 -0.85073 -0.59695 0.057
H -4.74220 -1.51887 -2.02780 0.082
H -2.68945 1.29335 1.16791 0.099
H -2.41545 7.25872 5.11990 0.112
H -2.33507 5.47875 4.90728 0.107
H -0.04244 6.16661 4.78381 0.085
H -0.49432 7.64032 3.87675 0.086
H -0.58549 6.05018 3.11111 0.054
C -2.44811 -6.33207 -6.97010 -0.104
O -1.09976 -5.93099 -6.84366 -0.206
C -0.93253 -4.52603 -6.77527 -0.204
C 0.19734 -4.15360 -5.83856 -0.182
O -0.10827 -4.30350 -4.45950 -0.137
C -0.22618 -5.62671 -3.95790 -0.182
C 1.07753 -6.38928 -3.87409 -0.199
O 1.52727 -6.79635 -5.15432 -0.201
C 2.93611 -6.81423 -5.26624 -0.105
H -2.83964 -6.08401 -7.96231 0.091
H -2.48421 -7.41149 -6.83524 0.091
H -3.07164 -5.86501 -6.19928 0.086
H -1.85433 -4.03707 -6.43967 0.124
H -0.69017 -4.16547 -7.78265 0.113
H 0.39157 -3.08549 -5.96958 0.130
H 1.12083 -4.67299 -6.09828 0.105
H -0.98122 -6.18968 -4.50826 0.119
H -0.59789 -5.50961 -2.93610 0.122
H 0.91766 -7.28868 -3.26438 0.131
H 1.82896 -5.75864 -3.38451 0.125
H 3.36897 -5.85816 -4.95060 0.091
H 3.18501 -6.97404 -6.31365 0.077
H 3.36707 -7.62471 -4.66906 0.092
C 5.35550 -3.93644 1.95763 -0.120
O 6.70913 -3.54918 2.04426 -0.193
C 6.87955 -2.14529 2.14423 -0.201
C 8.03540 -1.78832 3.05382 -0.183
O 7.77697 -1.96806 4.43807 -0.125
C 7.69454 -3.29486 4.93983 -0.183
C 9.01206 -4.03738 4.98798 -0.202
O 9.42538 -4.43675 3.69266 -0.200
C 10.82665 -4.43045 3.52727 -0.111
H 4.93265 -3.65545 0.98773 0.081
H 5.31302 -5.01971 2.06394 0.090
H 4.76634 -3.48563 2.76281 0.078
H 5.96709 -1.66888 2.52149 0.120
H 7.08956 -1.75753 1.13828 0.129
H 8.21511 -0.71609 2.93960 0.127
H 8.95058 -2.29731 2.74870 0.119
H 6.93556 -3.87207 4.40910 0.117
H 7.34851 -3.18323 5.97025 0.127
H 8.88701 -4.93996 5.60078 0.129
H 9.76713 -3.39530 5.45531 0.126
H 11.25579 -3.46765 3.82726 0.087
H 11.03530 -4.58441 2.47012 0.088
H 11.29568 -5.23413 4.10526 0.089
C -4.13150 7.38531 7.43319 -0.125
O -4.99480 7.51582 8.53823 -0.183
C -6.18276 6.75270 8.40952 -0.192
C -6.62707 6.18311 9.73897 -0.177
O -5.84485 5.09440 10.20658 -0.124
C -4.53088 5.36190 10.67548 -0.184
C -4.46635 6.10474 11.99206 -0.203
O -4.80341 7.47066 11.82705 -0.200
C -5.47132 8.02027 12.94295 -0.109
H -4.54688 7.88861 6.55270 0.092
H -3.18302 7.85306 7.69853 0.091
H -3.94645 6.32980 7.20257 0.077
H -6.03956 5.92898 7.69982 0.105
H -6.97076 7.41569 8.02792 0.134
H -7.62703 5.76686 9.59248 0.129
H -6.71686 6.96502 10.49379 0.121
H -3.93197 5.86138 9.91153 0.116
H -4.08593 4.37694 10.83722 0.126
H -3.44027 6.04942 12.37967 0.129
H -5.14051 5.62182 12.70816 0.127
H -6.33265 7.40653 13.22956 0.088
H -5.83249 9.00682 12.65880 0.089
H -4.79408 8.11965 13.79797 0.090
C 4.06686 -6.17589 -13.91521 -0.112
O 3.60499 -5.41934 -12.81642 -0.200
C 2.87920 -4.26191 -13.19565 -0.202
C 1.73977 -3.98645 -12.23825 -0.185
O 0.63074 -4.86250 -12.36733 -0.123
C 0.77714 -6.20454 -11.92585 -0.179
C 0.85737 -6.37138 -10.42444 -0.190
O 2.11842 -5.95559 -9.92386 -0.185
C 2.03687 -5.38244 -8.64053 -0.110
H 4.87500 -5.65393 -14.43903 0.089
H 4.44788 -7.11939 -13.52822 0.088
H 3.25232 -6.39212 -14.61510 0.087
H 2.47723 -4.36774 -14.20910 0.126
H 3.56919 -3.40771 -13.17710 0.127
H 1.34507 -2.99733 -12.48449 0.127
H 2.09384 -3.93963 -11.20690 0.117
H 1.61427 -6.69627 -12.42353 0.119
H -0.13288 -6.70920 -12.25884 0.129
H 0.72574 -7.43267 -10.17713 0.132
H 0.04783 -5.79824 -9.95713 0.121
H 1.28545 -4.58565 -8.61478 0.073
H 3.00747 -4.94348 -8.40819 0.097
H 1.79075 -6.13976 -7.88711 0.079